Below is C34H42N4O3P2PtS as an isolated structure, with properties calculated with ωB97M-V with the def2-TZVPD basis set.

Last column: Mulliken spin population.
Cartesian coordinates (Å):
Pt 0.33443 -0.31625 3.22030  0.427
S -1.34541 -1.32556 5.85645  0.006
P 1.53155 -1.02387 -4.05364  0.000
P -1.85639 -0.70507 -3.72766  -0.001
O -0.76715 -0.22709 4.96488  -0.010
O -2.78617 -1.34673 5.78235  0.003
O -0.63425 -2.58032 5.74817  0.003
N -3.51653 -0.97902 -4.31355  0.000
N 2.95073 0.00212 -4.22009  0.000
N -2.00296 1.04123 -3.59892  -0.001
N 2.18381 -2.33857 -5.12049  0.000
C -4.32618 -0.27375 -5.21481  0.000
C -1.39151 0.50576 2.19812  0.485
C 2.79904 -4.43423 -5.77079  0.000
C 1.22345 -0.11136 1.24682  0.122
C -4.12203 -2.23456 -4.10316  0.000
C -0.13101 -0.88417 9.69679  0.000
C 0.17847 0.11339 0.16831  0.061
C 1.68858 0.98367 2.04354  -0.076
C 0.54418 1.10968 11.07822  0.000
C 2.28328 -3.68019 -4.71857  0.000
C -0.97482 -0.70016 -5.37850  0.000
C 4.65941 1.33592 -3.53818  0.000
C 3.60075 0.55059 -3.09923  -0.002
C -1.16745 0.63955 0.70768  0.035
C -0.57529 -1.45200 8.50542  -0.001
C 0.03491 0.50247 9.80341  0.000
C -2.16674 3.25792 -4.03892  0.000
C 1.13973 2.39106 1.93753  0.054
C -5.41118 -1.06781 -5.57087  0.000
C 1.74400 -1.15171 4.40083  0.337
C 3.60231 0.48028 -5.36138  0.000
C -1.80539 3.10081 -2.66482  -0.002
C -0.30486 1.32430 8.72286  0.000
C -0.85434 -0.61395 7.42002  0.005
C -2.23233 1.98923 -4.59684  0.000
C 3.03008 -3.53584 -6.86257  0.000
C 2.59981 -2.27784 -6.45304  0.000
C -1.02320 1.54041 3.09294  0.496
C 4.67706 1.27061 -4.97183  0.000
C -0.75045 0.77492 7.52636  -0.002
C -5.27904 -2.31015 -4.86281  0.000
C -0.11609 2.69141 2.81239  -0.052
C 0.48002 -0.18345 -5.34040  0.000
C -1.70349 1.73740 -2.42367  -0.023
H -1.69029 1.68742 3.94503  0.005
H 0.56244 0.78164 -0.62300  0.001
H 5.39037 1.74067 -5.63713  0.000
H -0.68009 3.53082 2.37631  0.049
H 2.53293 -1.36734 -7.02972  0.000
H -0.22746 2.40915 8.82088  0.000
H -1.44921 1.18265 -1.53706  0.000
H 1.97093 -3.97087 -3.72612  0.000
H -1.96945 0.07380 0.21167  0.007
H -0.99918 -1.75081 -5.71335  0.000
H 3.45772 -3.77074 -7.82992  0.000
H -0.98948 1.40061 6.66907  0.002
H 1.92261 -0.94011 1.07028  -0.004
H 2.98022 -5.50128 -5.77825  0.000
H 0.08931 -1.51385 10.56177  0.000
H 0.51215 0.89633 -5.11791  0.000
H -0.68892 -2.52754 8.39951  0.000
H 1.94344 3.06034 2.28307  0.006
H -2.25596 -0.10848 2.48953  -0.027
H 0.24999 3.07504 3.78156  0.005
H 0.95768 2.66836 0.88714  -0.011
H -4.09848 0.73417 -5.51815  0.000
H 5.33942 1.90467 -2.91831  0.000
H 2.69737 -1.24674 3.86529  0.021
H -1.30448 1.69272 0.42189  0.030
H -3.66332 -2.93975 -3.42467  0.000
H 0.67490 2.19014 10.95721  0.000
H -0.13203 0.93912 11.92741  0.000
H -5.95765 -3.15077 -4.91997  0.000
H 2.71051 0.90683 2.43895  0.005
H 3.23267 0.32125 -2.10849  0.002
H -1.55215 -0.11658 -6.11326  0.000
H -6.19699 -0.79623 -6.26231  0.000
H -0.00050 -0.84399 -0.34342  0.024
H 0.93435 -0.31915 -6.33436  0.000
H -1.62377 3.89001 -1.94767  0.000
H 1.51358 0.67200 11.34389  0.000
H 1.87858 -0.47839 5.25720  0.013
H -2.40964 1.69226 -5.61993  0.000
H 3.26206 0.23675 -6.35557  0.000
H 1.39254 -2.11657 4.78538  0.004
H -2.35800 4.18336 -4.56314  0.000

The value obtained for the frontier orbital gap (spin up / spin down) is 5.66 / 5.19 eV. The energy relative to the best compared isomer or geometry (same formula, charge and spin) comes out at 6.4 kJ/mol. The largest force on an atom is 2.85 eV/Å. As for the HOMO energy (spin up / spin down): -5.68 / -8.47 eV. As for the total charge: 0. Its multiplicity is 3.